23
Properties=species:S:1:pos:R:3 method="wB97M-V/def2-TZVPD" energy_ev=-36163.6745 relative_energy_kcal_mol=56.0 gap_ev=8.14 e_lumo_ha=0.015 total_charge=0
C -0.09 -1.25 0.75
C 1.83 1.40 -0.09
C 0.57 -0.60 -0.53
C -0.37 1.73 -0.50
C -0.65 0.32 -0.62
C 2.85 -0.85 -0.66
C -2.21 -0.09 1.54
N 1.74 0.10 -0.40
N -1.10 -0.34 0.61
O 0.35 -2.07 1.53
O 2.62 2.28 0.06
S -1.09 2.67 0.80
S -1.79 -0.06 -2.00
H 0.71 -1.25 -1.41
H -0.27 2.32 -1.46
H 2.68 -1.20 -1.68
H 3.84 -0.39 -0.63
H 2.76 -1.64 0.18
H -2.24 -1.05 2.10
H -2.17 0.77 2.25
H -3.12 0.05 0.87
H -1.12 3.86 0.24
H -2.82 0.83 -1.86

---

142
Properties=species:S:1:pos:R:3 method="wB97M-V/def2-TZVPD" energy_ev=-169048.3930 relative_energy_kcal_mol=157.7 gap_ev=10.15 e_lumo_ha=0.008 smiles="COP(=O)(OC)OC.COP(=O)(OC)OC.COP(=O)(OC)OC.COP(=O)(OC)OC.COP(=O)(OC)OC.COP(=O)(OC)OC.COP(=O)(OC)OC.COP(=O)(OC)OC.CO" total_charge=0
C -1.08 1.63 6.74
O -2.44 1.59 6.98
P -3.04 0.88 8.32
O -2.27 -0.20 8.93
O -3.35 2.20 9.22
C -4.32 3.06 8.85
O -4.51 0.39 7.84
C -4.65 -0.71 6.95
H -0.49 1.04 7.45
H -0.74 2.66 6.79
H -0.73 1.28 5.76
H -4.41 3.13 7.76
H -4.18 4.10 9.16
H -5.27 2.80 9.30
H -5.49 -1.40 7.04
H -3.80 -1.40 6.98
H -4.62 -0.39 5.90
C -1.35 -6.25 1.74
O -1.47 -6.53 3.09
P -1.73 -5.30 4.16
O -2.73 -4.29 3.69
O -0.25 -4.73 4.43
C -0.01 -3.70 5.37
O -2.19 -5.98 5.59
C -1.26 -6.90 6.12
H -2.25 -6.68 1.29
H -0.51 -6.83 1.34
H -1.39 -5.19 1.50
H 0.47 -4.16 6.23
H -0.81 -3.09 5.78
H 0.75 -3.07 4.89
H -0.89 -6.44 7.03
H -0.48 -7.21 5.43
H -1.75 -7.84 6.39
C -0.82 9.39 5.19
O -1.03 8.39 4.17
P 0.21 7.63 3.42
O 1.40 7.49 4.28
O 0.37 8.57 2.09
C 1.16 9.76 2.17
O -0.50 6.23 2.91
C 0.23 5.37 2.02
H -1.25 8.92 6.08
H -1.42 10.28 4.97
H 0.20 9.73 5.33
H 2.15 9.61 1.74
H 1.30 10.22 3.15
H 0.73 10.59 1.61
H -0.25 5.55 1.06
H 0.24 4.32 2.33
H 1.26 5.70 2.02
C 7.84 -6.71 -1.38
O 6.50 -6.38 -1.12
P 5.99 -6.14 0.37
O 4.63 -5.57 0.53
O 6.14 -7.61 1.04
C 5.36 -8.71 0.59
O 7.14 -5.29 1.18
C 6.80 -4.32 2.16
H 8.47 -6.92 -0.52
H 8.24 -5.95 -2.04
H 7.79 -7.56 -2.06
H 4.99 -8.53 -0.42
H 4.55 -8.92 1.29
H 6.01 -9.58 0.56
H 6.90 -3.34 1.69
H 7.51 -4.40 2.97
H 5.77 -4.43 2.50
C 4.39 2.55 -4.50
O 4.24 3.72 -3.63
P 5.17 3.87 -2.28
O 4.67 3.01 -1.16
O 6.61 3.50 -2.88
C 7.23 4.24 -3.92
O 5.21 5.47 -1.99
C 5.96 6.12 -0.99
H 3.42 2.31 -4.93
H 4.76 1.67 -3.97
H 5.04 2.84 -5.33
H 7.26 3.60 -4.80
H 8.24 4.51 -3.60
H 6.79 5.19 -4.21
H 5.28 6.78 -0.45
H 6.63 6.70 -1.63
H 6.55 5.48 -0.33
C -3.73 0.29 -8.77
O -2.92 0.44 -7.65
P -3.08 1.86 -6.80
O -4.33 1.95 -5.99
O -1.66 1.97 -5.96
C -1.54 1.67 -4.59
O -3.01 2.94 -8.00
C -1.79 3.21 -8.75
H -4.59 0.95 -8.72
H -4.09 -0.73 -8.69
H -3.15 0.41 -9.69
H -1.08 2.46 -4.01
H -0.99 0.73 -4.51
H -2.53 1.35 -4.26
H -0.86 2.75 -8.38
H -1.59 4.28 -8.82
H -1.90 2.83 -9.77
C 2.00 -3.30 -4.76
O 1.25 -3.84 -5.80
P -0.06 -3.04 -6.30
O -0.86 -3.74 -7.37
O -0.84 -2.96 -4.83
C -2.19 -3.36 -4.72
O 0.39 -1.47 -6.51
C 1.07 -1.23 -7.70
H 3.07 -3.47 -4.91
H 1.78 -3.82 -3.83
H 1.78 -2.25 -4.60
H -2.37 -4.24 -4.09
H -2.73 -3.44 -5.66
H -2.76 -2.49 -4.37
H 2.10 -0.88 -7.61
H 0.51 -0.53 -8.32
H 1.10 -2.12 -8.32
C -4.03 -0.22 0.59
O -4.96 0.85 0.43
P -6.59 0.71 0.39
O -7.38 1.93 0.21
O -6.88 -0.52 -0.69
C -7.23 -0.23 -2.04
O -6.88 -0.04 1.82
C -8.10 -0.72 2.04
H -4.44 -1.20 0.36
H -3.42 -0.15 1.49
H -3.29 -0.20 -0.21
H -6.50 -0.59 -2.76
H -7.49 0.80 -2.30
H -8.02 -0.94 -2.30
H -8.62 -0.92 1.10
H -8.58 0.02 2.67
H -8.01 -1.68 2.56
C 1.81 -1.25 0.88
O 1.61 -0.16 0.13
H 0.86 -1.76 0.79
H 2.59 -1.88 0.45
H 2.05 -0.91 1.89
H 2.31 0.50 0.15

---

38
Properties=species:S:1:pos:R:3 method="wB97M-V/def2-TZVPD" energy_ev=-34409.4510 relative_energy_kcal_mol=366.3 gap_ev=8.99 e_lumo_ha=0.020 total_charge=0
C -3.39 1.18 4.12
C -2.58 0.37 3.26
C -2.96 -0.18 2.06
C -2.10 -0.80 1.11
C -0.92 -1.05 1.36
C -0.31 -0.54 2.69
C -1.10 0.29 3.52
H -0.88 0.32 4.46
H 0.67 -0.96 2.99
C 0.23 -1.81 0.68
O 1.18 -2.79 1.22
N 0.39 -1.61 -0.71
H -0.39 -0.64 -1.06
C 1.40 -2.00 -1.45
C 2.51 -1.12 -1.65
N 2.49 0.46 -1.92
C 1.79 0.82 -3.23
C 0.36 0.81 -3.29
O -0.28 0.82 -1.90
C 0.64 1.90 -1.18
C 1.88 1.18 -0.96
H 2.84 2.10 -0.72
H 1.93 0.65 0.14
H 0.11 2.14 -0.28
H 0.62 2.50 -1.84
H -0.15 -0.25 -3.55
H -0.10 1.65 -4.03
H 2.32 1.51 -3.41
H 2.34 0.04 -3.96
H 3.07 -1.00 -0.55
H 3.30 -1.58 -2.28
H 1.60 -3.01 -1.25
H 0.92 -2.09 -2.47
Cl -2.72 -1.30 -0.50
H -3.91 0.15 1.52
H -4.14 1.40 3.61
H -3.00 1.82 4.48
H -3.64 0.63 4.95

---

65
Properties=species:S:1:pos:R:3 method="wB97M-V/def2-TZVPD" energy_ev=-51939.0379 relative_energy_kcal_mol=39.5 gap_ev=10.80 e_lumo_ha=0.007 smiles="C[C@H]1COC(=O)O1.C[C@H]1COC(=O)O1.C[C@H]1COC(=O)O1.C[C@H]1COC(=O)O1.C[C@H]1COC(=O)O1" total_charge=0
C 0.55 3.35 3.54
C 0.59 3.88 4.99
C 0.90 5.37 5.31
O -0.37 6.00 5.40
C -1.30 5.06 5.53
O -2.45 5.29 5.77
O -0.81 3.83 5.44
H 0.42 4.23 2.93
H -0.20 2.56 3.50
H 1.46 2.77 3.38
H 1.23 3.29 5.63
H 1.54 5.90 4.60
H 1.38 5.34 6.29
C -2.48 -0.29 7.56
C -1.00 -0.50 7.29
C -0.47 0.47 6.24
O 0.65 1.06 6.81
C 0.68 0.88 8.12
O 1.42 1.43 8.88
O -0.25 -0.04 8.45
H -2.94 -0.59 6.61
H -2.70 0.77 7.66
H -2.99 -0.88 8.32
H -0.72 -1.54 7.13
H -1.20 1.18 5.83
H -0.28 -0.03 5.28
C -1.86 -3.96 -7.36
C -2.46 -3.50 -6.07
C -2.63 -4.67 -5.04
O -1.61 -4.59 -4.08
C -0.93 -3.45 -4.33
O 0.05 -3.11 -3.74
O -1.55 -2.72 -5.28
H -1.00 -4.62 -7.25
H -1.56 -3.05 -7.88
H -2.56 -4.45 -8.04
H -3.47 -3.10 -6.10
H -2.69 -5.66 -5.51
H -3.61 -4.57 -4.57
C 1.28 -0.97 -1.54
C 1.97 -0.65 -0.25
C 1.95 0.82 0.18
O 1.76 0.83 1.58
C 1.27 -0.42 1.94
O 0.87 -0.74 3.02
O 1.32 -1.22 0.89
H 0.22 -0.77 -1.34
H 1.38 -2.02 -1.78
H 1.53 -0.39 -2.43
H 3.01 -0.98 -0.23
H 1.10 1.38 -0.22
H 2.84 1.32 -0.21
C 0.29 0.95 -5.50
C 1.41 0.25 -6.31
C 1.91 -1.08 -5.69
O 1.51 -1.99 -6.74
C 1.00 -1.37 -7.81
O 0.79 -1.97 -8.82
O 0.84 -0.05 -7.58
H -0.59 0.32 -5.42
H -0.03 1.91 -5.90
H 0.77 1.04 -4.52
H 2.26 0.93 -6.31
H 1.55 -1.45 -4.73
H 2.98 -1.01 -5.52

---

5
Properties=species:S:1:pos:R:3 method="wB97M-V/def2-TZVPD" energy_ev=-32956.5819 relative_energy_kcal_mol=16.6 gap_ev=11.49 e_lumo_ha=0.011 smiles=Cl[SiH2]Cl total_charge=0
Cl 1.38 -1.11 0.35
Si -0.15 0.02 -0.20
Cl -0.34 1.27 1.68
H -1.15 -0.86 -0.51
H 0.26 0.68 -1.33

---

11
Properties=species:S:1:pos:R:3 method="wB97M-V/def2-TZVPD" energy_ev=-146238.7996 relative_energy_kcal_mol=26.9 gap_ev=9.69 e_lumo_ha=0.006 smiles=Brn1cccn1.Br total_charge=0
Br 3.57 -0.95 -0.16
N 2.08 0.04 0.20
C 1.61 1.05 -0.58
C 0.28 1.18 -0.31
C -0.03 0.10 0.57
N 1.09 -0.59 0.86
H 2.14 1.74 -1.28
H -0.22 1.97 -0.78
H -0.95 -0.33 1.12
Br -4.63 -1.50 -0.12
H -4.94 -2.70 0.47

---

19
Properties=species:S:1:pos:R:3 method="wB97M-V/def2-TZVPD" energy_ev=-14819.5061 relative_energy_kcal_mol=58.2 gap_ev=8.46 e_lumo_ha=-0.067 smiles="CC[C@]1(N)N=NC(C#N)=C1C#N" total_charge=0
C -1.40 -1.49 -0.68
C -1.40 0.03 -0.58
C -0.19 0.92 -0.31
N -0.63 2.22 0.30
N 0.60 0.94 -1.52
N 1.62 0.28 -1.44
C 1.89 -0.12 -0.11
C 3.07 -0.85 0.15
N 3.99 -1.47 0.48
C 0.82 0.22 0.64
C 0.53 -0.10 1.94
N 0.21 -0.44 2.99
H -0.47 -1.76 -1.24
H -2.42 -1.74 -1.26
H -1.40 -2.22 0.18
H -2.12 0.33 0.25
H -1.81 0.50 -1.47
H -1.11 2.03 1.13
H 0.21 2.72 0.53

---

8
Properties=species:S:1:pos:R:3 method="wB97M-V/def2-TZVPD" energy_ev=-40305.7178 relative_energy_kcal_mol=0.0 gap_ev="9.11 / 6.40" e_lumo_ha="-0.336 / -0.401" total_charge=+2 spin_multiplicity=3
C 0.75 0.88 -0.15
F 1.92 1.65 -0.04
Li -0.07 -2.31 -0.26
F 2.18 -0.92 0.22
O -2.42 0.04 0.17
C 0.85 -0.46 -0.05
C -2.01 -1.01 0.30
Tm -1.20 2.13 -0.19

---

5
Properties=species:S:1:pos:R:3 method="wB97M-V/def2-TZVPD" energy_ev=-20090.4820 relative_energy_kcal_mol=0.0 gap_ev=9.45 e_lumo_ha=-0.248 smiles="P=[N+]=P" total_charge=+1
P 0.09 0.07 -1.60
N -0.14 0.17 -0.05
P -0.61 0.50 1.40
H 0.11 -1.31 -1.71
H 0.56 0.57 1.95

---

7
Properties=species:S:1:pos:R:3 method="wB97M-V/def2-TZVPD" energy_ev=-111727.8223 relative_energy_kcal_mol=60.1 gap_ev="9.25 / 5.91" e_lumo_ha="-0.022 / -0.088" total_charge=0
C -0.14 0.55 -1.36
C -0.27 -1.81 1.00
O 0.77 0.82 -2.04
Cl -1.69 -2.77 1.23
Cl 1.20 -2.45 0.60
Cl -0.33 -0.22 1.60
Br -1.65 1.92 -1.24

---

11
Properties=species:S:1:pos:R:3 method="wB97M-V/def2-TZVPD" energy_ev=-15901.1915 relative_energy_kcal_mol=36.6 gap_ev=6.59 e_lumo_ha=-0.280 total_charge=+1
C 0.17 0.03 0.90
C -0.24 -1.06 1.88
O -0.89 -0.82 2.86
O 1.38 -0.05 0.42
H -0.11 1.02 1.28
H 0.24 -2.05 1.72
Cd 2.13 0.30 -1.31
O 0.51 0.67 -2.35
O -1.70 0.86 -2.78
C -0.71 0.73 -2.14
H -0.78 0.37 -0.49

---

85
Properties=species:S:1:pos:R:3 method="wB97M-V/def2-TZVPD" energy_ev=-57931.4191 relative_energy_kcal_mol=8.7 gap_ev=9.76 e_lumo_ha=0.010 smiles="NC(N)=O.NC(N)=O.NC(N)=O.NC(N)=O.OCCO.OCCO.OCCO.OCCO.OCCO.O" total_charge=0
N 1.31 -2.52 2.81
C 2.30 -1.61 2.74
N 2.03 -0.26 2.91
O 3.44 -2.02 2.53
H 0.39 -2.22 3.00
H 1.44 -3.29 2.20
H 1.08 0.14 3.00
H 2.86 0.29 2.79
N -0.38 2.95 -2.01
C -0.53 2.46 -3.23
N 0.28 1.39 -3.55
O -1.33 2.76 -4.08
H -1.00 3.67 -1.65
H -0.08 2.28 -1.31
H 1.05 0.97 -3.05
H 0.28 1.28 -4.55
N 0.18 3.15 1.04
C 0.45 3.47 2.37
N 0.72 4.80 2.53
O 0.40 2.71 3.30
H 0.37 3.96 0.42
H 0.39 2.16 0.71
H 1.13 5.05 3.40
H 1.36 5.08 1.76
N -1.49 0.97 4.57
C -1.46 0.39 3.27
N -2.09 0.96 2.18
O -0.86 -0.67 3.15
H -1.23 1.96 4.53
H -0.76 0.54 5.18
H -2.47 1.88 2.33
H -2.00 0.54 1.27
O 2.43 -3.72 -0.06
C 3.70 -3.33 -0.67
C 3.48 -2.80 -2.07
O 2.60 -3.66 -2.79
H 1.78 -3.92 -0.75
H 4.23 -2.67 -0.02
H 4.33 -4.23 -0.78
H 4.42 -2.61 -2.57
H 3.03 -1.86 -2.11
H 2.77 -4.62 -2.70
O -3.86 -1.94 -1.99
C -4.43 -1.12 -2.96
C -3.33 -0.32 -3.61
O -3.18 0.87 -2.74
H -4.21 -2.03 -1.10
H -4.85 -1.72 -3.78
H -5.23 -0.44 -2.59
H -3.62 0.01 -4.69
H -2.33 -0.76 -3.70
H -2.65 1.52 -3.23
O -1.40 0.35 -0.77
C -0.47 -0.64 -1.24
C 0.55 -0.62 -0.14
O 1.15 0.65 0.00
H -2.18 0.35 -1.42
H -0.93 -1.68 -1.30
H -0.15 -0.41 -2.20
H 1.35 -1.35 -0.30
H 0.07 -0.86 0.86
H 2.04 0.47 0.25
O -4.48 -2.57 0.60
C -3.46 -2.76 1.52
C -3.76 -1.92 2.73
O -5.17 -2.14 3.09
H -5.30 -2.29 1.08
H -3.27 -3.74 1.83
H -2.50 -2.41 1.14
H -3.60 -0.84 2.50
H -3.04 -2.13 3.53
H -5.31 -2.75 3.77
O 4.12 -0.09 0.29
C 5.26 0.72 -0.08
C 4.89 1.74 -1.04
O 4.25 2.87 -0.47
H 4.36 -0.42 1.17
H 5.79 1.20 0.75
H 6.00 -0.01 -0.44
H 4.34 1.30 -1.81
H 5.78 2.15 -1.55
H 3.35 2.73 -0.14
O -3.00 4.02 -2.31
H -2.43 3.82 -3.07
H -3.69 3.42 -2.46